7
Properties=species:S:1:pos:R:3:lowdin_charge:R:1 method="wB97M-V/def2-TZVPD" homo_ev=-10.34 smiles="N#CCl.C=O" fmax_ev_per_a=4.33 de_lowest_kj_mol=102.5 e_lumo_ev=0.59 orbital_gap_ev=10.936 charge=0
N 3.055 -1.677 0.531 0.097
C 3.402 -0.659 0.169 -0.830
Cl 4.154 0.671 -0.420 0.747
C -0.016 0.143 -0.351 -0.127
O 0.892 0.684 -0.938 -0.046
H 0.295 -0.395 0.637 0.099
H -0.995 -0.067 -0.693 0.059


23
Properties=species:S:1:pos:R:3:lowdin_charge:R:1 method="wB97M-V/def2-TZVPD" homo_ev=-10.67 smiles=BOC[C@H](C)C(C)C fmax_ev_per_a=0.84 de_lowest_kj_mol=0.0 e_lumo_ev=0.87 orbital_gap_ev=11.542 charge=0
B 3.126 -0.470 0.607 -0.166
O 2.378 0.634 0.492 -0.034
C 0.953 0.496 0.731 -0.179
C 0.223 -0.121 -0.441 -0.332
C 0.647 0.578 -1.737 -0.046
C -1.320 -0.093 -0.279 -0.391
C -1.803 -1.423 0.303 -0.072
C -1.845 1.042 0.595 -0.080
H 2.647 -1.524 0.912 0.055
H 4.306 -0.403 0.458 0.036
H 0.595 1.499 0.930 0.118
H 0.823 -0.068 1.652 0.125
H 0.510 -1.165 -0.538 0.127
H 0.029 0.256 -2.568 0.078
H 1.679 0.361 -1.988 0.075
H 0.576 1.661 -1.646 0.090
H -1.746 0.033 -1.271 0.124
H -1.389 -1.533 1.301 0.081
H -1.485 -2.257 -0.315 0.077
H -2.889 -1.442 0.345 0.078
H -2.926 1.097 0.488 0.079
H -1.432 2.007 0.324 0.077
H -1.658 0.833 1.645 0.081


11
Properties=species:S:1:pos:R:3:lowdin_spin:R:1 method="wB97M-V/def2-TZVPD" homo_ev="-10.23 / -14.54" fmax_ev_per_a=6.52 spin_multiplicity=3 e_lumo_ev="-4.55 / -5.93" orbital_gap_ev="5.673 / 8.608" charge=+1
Ag -2.470 2.429 -1.191 0.625
O -0.293 0.699 -0.746 0.150
C 0.111 0.711 0.641 0.061
H 0.852 1.410 1.055 0.002
H -0.774 0.779 1.290 0.006
C 0.497 -1.931 0.978 0.636
C 0.707 -0.674 0.609 0.085
C 0.287 -1.126 -0.716 0.084
O 0.532 -1.691 -1.750 0.121
Li 0.490 1.916 -1.947 0.177
H 0.062 -2.523 1.780 0.053